{"formula": "C4H12BNO4PS", "method": "ωB97M-V/def2-TZVPD", "elements": ["N", "H", "C", "C", "H", "H", "H", "H", "C", "H", "P", "H", "H", "S", "C", "H", "O", "H", "H", "O", "H", "B", "O", "O"], "xyz": [[-1.046, -2.299, 1.231], [0.757, -2.042, -0.639], [0.141, 0.549, 0.859], [0.711, 1.061, -0.496], [-2.655, -1.408, 0.281], [0.132, -1.463, -2.871], [1.525, 3.607, 1.484], [-1.231, -1.356, -0.686], [-1.315, 0.132, 0.867], [-1.636, 0.156, 1.898], [1.349, -0.218, -1.639], [-0.029, 1.601, -1.093], [-1.910, 0.839, 0.304], [2.893, 0.206, -2.708], [-1.585, -1.255, 0.338], [-1.256, -3.207, 0.833], [0.326, 1.647, 1.723], [-0.087, 3.314, 0.318], [-0.038, -2.230, 1.299], [0.034, -0.561, -2.517], [0.768, -0.246, 1.270], [0.888, 2.767, 0.883], [1.666, 1.989, -0.143], [1.599, -1.580, -0.796]], "e_above_lowest_kj_mol": 18.4, "charge": -1, "gap_ev": 6.9495, "total_energy_ha": -1279.88447, "e_homo_ev": -4.26}